# 1
Computed, not measured: C29H63AlBCl12O3S as an isolated structure, with ωB97M-V/def2-TZVPD.

Last column: Mulliken charge in e.
Geometry (Å):
H  8.08085  -3.46551  0.57758  0.27
Cl  -1.94104  -2.72067  -0.79333  -0.16
H  -9.26080  7.09133  -0.11826  0.33
H  4.61804  -1.57815  -0.34677  -0.30
C  2.20301  -8.35234  3.49688  -0.50
H  -0.17135  0.39904  -2.98351  -0.70
O  -2.04664  0.76021  3.55704  -0.45
C  -0.36190  5.63299  4.88492  -0.37
H  -0.86158  3.11117  -0.52479  0.19
H  -0.58315  0.07856  -0.87138  -1.02
C  0.61795  1.08952  -3.40816  0.71
H  -0.79678  -7.17498  0.21465  0.27
C  1.10352  2.23908  -1.00687  -0.29
H  -0.04012  3.10538  -2.74360  0.05
H  -4.79160  6.21691  2.34204  0.41
H  1.76617  2.96934  -2.99262  0.40
C  7.74784  -2.43805  0.21366  -0.20
C  -0.84787  1.39026  4.05289  -0.17
H  2.69240  -9.75241  1.91673  0.31
H  -0.04182  2.47429  0.96465  -0.32
H  -4.68437  2.63493  -4.34711  0.37
H  1.16340  -1.01223  -1.93579  -0.35
H  5.90736  -2.05136  -1.54052  0.27
C  2.17783  -0.81226  -2.42226  0.62
S  1.87893  -2.26482  0.62904  -0.34
H  1.73821  -0.43155  -4.57228  0.33
H  -3.45760  1.72820  -5.24209  0.29
O  6.38423  -2.16741  0.57980  -0.37
C  -2.34660  -3.55908  -3.36386  -0.64
C  8.64839  -1.30099  0.90617  -1.00
C  -8.54351  5.63771  1.28877  -0.46
C  1.94122  -9.61062  2.69489  -0.50
C  -2.51332  -2.36989  -2.44110  -0.17
H  -0.65396  6.64712  4.61067  0.21
H  2.73106  -1.19675  0.87638  0.00
Cl  -7.02428  4.86921  1.80915  -0.11
C  -0.24146  2.23152  -0.13547  0.24
Cl  -7.48651  8.14729  0.99257  -0.18
H  2.21969  -2.70130  -3.72174  0.34
H  -1.25007  5.10603  5.23771  0.35
H  1.80596  -6.97003  0.00215  0.24
Cl  -0.63238  -3.90200  -3.70599  -0.13
H  -2.36369  1.91559  1.74403  -0.04
C  -4.02127  5.69643  1.77363  -0.63
C  -3.61391  2.44024  -4.42942  -0.64
H  -1.75892  3.53305  -4.67747  0.14
H  3.13115  -8.46184  4.06175  0.28
H  0.05770  0.40604  1.68847  0.34
O  1.54996  -5.70874  -2.82856  -0.65
C  -2.16605  0.84834  2.12312  -0.14
H  1.64264  6.10809  5.55853  0.33
C  1.14995  -6.06758  -0.22248  -0.24
H  5.28217  -4.44888  -1.38155  0.27
H  -2.79452  -4.46048  -2.94245  0.34
H  1.39538  -8.15144  4.20259  0.32
H  -0.28710  -7.22104  -1.54288  0.23
H  -3.10761  7.40901  0.85607  0.38
C  5.46508  -2.32519  -0.52991  0.06
H  -4.45508  5.37612  0.82511  0.33
C  -2.83525  3.71019  -4.70348  -0.30
Cl  -3.07968  1.64077  -2.93129  -0.01
H  1.06840  -5.43086  0.71706  0.18
B  1.74564  -5.19904  -1.46987  0.41
H  9.73019  -1.66675  0.92382  0.33
Cl  1.09162  4.06195  6.59763  -0.19
C  -8.30587  6.73707  0.27434  -0.47
C  -1.04122  0.84957  -0.17634  0.93
C  0.86295  2.42079  -2.57245  -0.60
H  -2.00821  6.03640  1.04202  0.18
Cl  -2.20091  7.31395  3.01610  -0.25
H  2.90262  -0.33166  -1.67961  0.09
C  -0.97866  0.18413  1.29892  -0.23
H  -0.06708  0.55831  4.17516  0.24
H  -0.37684  2.11846  3.29946  -0.12
C  1.93230  0.19739  -3.63451  -0.86
C  -2.82398  6.58600  1.51476  -0.36
H  8.59003  -0.33400  0.31965  0.24
Cl  -3.21240  4.99608  -3.52865  -0.19
H  -3.57077  -2.10916  -2.36225  0.44
H  3.88460  -2.04739  -3.16669  0.25
H  -2.11356  1.08936  -0.47842  0.10
C  0.71806  5.67801  5.94606  -0.53
Cl  -3.58042  4.21755  2.66490  -0.10
H  1.79165  1.36646  -0.75748  -0.14
C  -0.33421  -6.55934  -0.61765  -0.92
Cl  0.19446  4.83700  3.39237  -0.12
H  -9.05408  6.01381  2.17632  0.31
H  -1.97223  -1.49641  -2.80965  -0.08
H  -9.16075  4.85360  0.84604  0.29
Cl  2.39571  -6.92138  2.45572  -0.05
H  -3.09501  4.09746  -5.69060  0.36
H  0.22185  1.42484  -4.43311  0.27
H  2.84315  0.83765  -3.84558  0.23
H  -1.18027  -0.92329  1.14929  -0.08
C  4.77387  -3.77009  -0.61211  -0.61
H  0.38296  6.28809  6.78720  0.34
H  7.92259  -2.39519  -0.90743  0.25
H  -0.96274  1.89416  5.05842  0.21
H  1.96286  -10.48064  3.35443  0.36
H  8.32737  -1.11109  1.98342  0.25
C  2.79922  -2.22311  -2.85634  -0.51
H  0.84112  -5.16961  -3.24934  0.10
H  -2.82643  -3.35497  -4.32312  0.41
H  -3.11204  0.26249  1.85164  0.25
H  1.67410  3.17522  -0.66656  0.37
Al  2.80133  -3.42901  -1.16823  -0.27
H  4.77827  -4.27095  0.41044  0.24
H  -0.93469  -5.63126  -0.87879  0.07
H  -7.70113  6.38556  -0.56285  0.31
Cl  0.33829  -9.59252  1.91782  -0.18

Forces on the atoms, in the same order (eV/Å):
H -0.47 1.15 -0.38
Cl 0.04 -0.03 -0.10
H 0.05 -0.03 0.10
H 1.32 -0.72 -0.01
C 0.14 0.07 0.08
H 0.78 1.01 -0.24
O 0.38 1.12 -0.42
C 0.13 0.06 0.30
H 0.59 -1.21 0.44
H -0.55 1.19 0.59
C 0.71 0.27 -0.81
H 0.30 0.94 -0.89
C 0.07 1.01 0.61
H 1.13 -0.76 0.43
H 0.19 -0.02 -0.03
H -1.04 -0.78 0.30
C 0.68 0.76 0.85
C 1.59 -0.70 -0.52
H -0.13 0.13 0.03
H 0.02 -0.28 -1.47
H 0.14 0.05 0.05
H 1.42 0.42 -0.34
H -0.15 -0.26 1.24
C 0.20 -0.27 -0.95
S 0.30 0.66 0.41
H 0.33 0.78 1.20
H 0.08 0.11 0.04
O 0.96 -0.08 -1.67
C -0.29 -0.02 0.01
C 0.17 -0.75 -0.14
C -0.15 0.00 -0.07
C 0.18 -0.06 0.17
C -0.05 0.04 -0.03
H 0.27 -0.24 0.19
H -0.56 -0.92 -0.35
Cl -0.31 -0.10 0.04
C 0.21 -0.01 -0.52
Cl 0.07 -0.01 0.01
H 0.76 0.78 1.00
H 0.13 -0.01 -0.07
H -0.83 1.05 -0.34
Cl -0.52 0.67 -0.29
H 0.56 -1.22 0.84
C 0.17 0.22 -0.08
C -0.03 -0.01 -0.12
H -0.12 -0.02 0.13
H -0.06 -0.10 -0.07
H -1.24 -0.57 -0.20
O -0.69 0.36 1.39
C -0.22 -0.59 -0.82
H -0.09 -0.14 -0.02
C -0.89 -0.49 -0.65
H -0.37 0.80 1.11
H 0.14 0.10 0.04
H 0.03 -0.05 -0.15
H -0.04 0.88 1.09
H -0.06 -0.06 0.10
C -1.87 -0.79 -0.13
H 0.14 0.06 0.05
C 0.05 -0.17 -0.23
Cl -0.05 0.04 -0.01
H 0.28 -0.78 -1.18
B -0.69 -1.00 -0.32
H -1.27 0.61 -0.05
Cl 0.05 -0.04 0.01
C -0.16 -0.15 -0.10
C 0.31 0.09 0.89
C -0.34 -0.40 0.23
H -0.05 0.00 0.19
Cl -0.35 0.30 -0.27
H -1.22 -0.65 -0.73
C -1.10 0.57 -1.41
H -0.87 1.16 0.02
H -0.98 -0.84 1.13
C -0.83 -0.34 -0.09
C -0.08 -0.15 -0.35
H 0.01 -1.11 0.73
Cl 0.01 0.02 0.06
H 0.06 -0.08 -0.06
H -1.30 -0.26 0.05
H 1.20 -0.69 0.40
C -0.08 0.14 -0.07
Cl -0.05 0.08 0.06
H -1.08 0.91 -0.45
C 0.75 -0.17 -0.16
Cl 0.05 0.11 0.03
H 0.13 0.02 -0.09
H 0.03 -0.12 0.04
H 0.08 0.09 -0.04
Cl 0.08 -0.27 0.54
H -0.04 -0.05 0.10
H 0.51 -0.44 1.23
H -1.00 -0.60 0.25
H 0.62 1.36 0.67
C 0.56 0.34 -0.20
H -0.05 -0.07 -0.09
H -0.39 -0.07 1.20
H -0.37 -0.53 -1.21
H -0.03 0.10 -0.01
H 0.28 -0.33 -1.48
C 0.12 0.91 0.24
H 1.25 -0.77 0.44
H 0.08 0.05 0.07
H 1.22 0.77 0.50
H -0.67 -1.20 -0.43
Al 1.16 0.79 -0.41
H 0.15 0.64 -1.18
H 0.38 -1.23 0.47
H 0.00 0.02 0.17
Cl 0.00 0.01 -0.04

Computed properties:
total charge	-1

# 2
Computed, not measured: C36H39CsN4O2SSe2 as an isolated structure, with ωB97M-V/def2-TZVPD.

Last column: Mulliken charge in e.
Geometry (Å):
C  2.01077  0.65156  -5.49200  -0.33
O  -2.98728  0.37489  -5.85807  -0.36
C  -0.34022  2.73102  -5.19789  0.20
C  -0.39294  3.75469  0.75999  -0.79
H  -2.79020  -3.91126  3.05756  0.37
C  -2.26528  1.51965  -5.99026  0.77
H  5.33309  -5.82280  -4.49184  0.39
H  -3.47468  2.53644  -7.44324  0.41
H  -2.73622  1.20429  0.14476  0.27
H  1.59810  -5.95637  -2.40756  0.66
C  -1.16399  -3.34710  4.34365  -0.67
H  0.51204  2.79108  -4.53450  0.64
H  -1.71380  -0.02852  -4.09683  0.37
C  -0.67154  3.79043  -6.02762  -0.93
H  -2.39077  4.08882  -0.04593  0.28
C  -2.93769  1.44296  -0.89451  -0.87
C  1.82070  -1.23010  3.44975  -0.16
H  -1.56477  -3.85678  5.21226  0.37
C  4.11607  0.29250  3.63646  -0.73
C  4.37163  -5.38263  -4.26343  -0.51
C  4.29655  0.12213  -4.95193  -0.53
C  3.97672  -4.20489  -4.88270  -0.63
H  -2.74623  3.07793  3.78266  0.34
C  1.57427  0.10371  -4.24577  0.13
C  2.75497  -3.63179  -4.58246  -0.22
H  1.38669  -4.38462  -1.06140  0.36
H  4.56895  -0.83992  5.40749  0.40
C  -1.37009  3.92630  -0.39084  -0.72
C  0.25223  -0.01406  -3.83949  0.02
C  -1.84683  -3.37711  3.13367  -0.57
H  3.34849  1.17291  1.84161  0.37
H  1.27953  1.03782  -6.18650  0.49
Cs  1.29615  -0.54496  -0.08111  1.40
H  -3.83910  2.04307  -0.98995  0.35
C  3.32205  0.65287  -5.84197  -0.87
H  5.34232  0.15279  -5.23253  0.42
C  0.02308  -2.64339  4.43933  -0.60
N  0.41221  -4.13830  -1.13827  -0.38
C  2.72706  -1.44918  4.49962  -0.81
H  -2.04181  4.52973  -7.50077  0.40
C  3.51459  -5.99636  -3.36444  -0.69
H  4.99783  0.91779  3.67082  0.39
H  2.45003  -2.71228  -5.06898  0.35
O  2.23262  -1.05300  -2.27132  -0.75
C  -4.22713  0.29482  -6.53967  -1.00
C  1.90900  -4.22650  -3.64787  0.09
H  -0.06252  4.68423  -6.01921  0.41
N  2.08132  -0.29770  2.51793  -0.05
H  4.66772  -0.87426  -3.10182  0.49
H  0.34935  -2.97328  -4.10736  0.20
N  0.66713  -3.60855  -3.39434  -0.10
H  -3.03891  0.52471  -1.47033  0.27
C  3.93447  -0.43943  -3.76947  -0.57
N  -0.87583  0.48788  -4.34106  0.38
C  3.18930  0.42592  2.61900  -0.25
H  -0.07923  -3.92572  -0.27798  0.07
H  0.51176  -2.58535  5.40804  0.21
H  3.79669  -6.93500  -2.90505  0.38
H  -3.05870  3.89779  2.24197  0.28
H  -4.09319  0.36033  -7.62169  0.36
C  2.28236  -5.43475  -3.06208  -0.19
C  0.55927  -1.98993  3.31755  1.22
C  3.86960  -0.68145  4.59551  -0.40
H  -1.82230  4.53679  3.36380  0.28
Se  -0.93949  2.48926  2.15982  0.12
C  -2.29299  3.63912  2.96979  -1.01
H  4.62755  -3.72197  -5.60076  0.39
H  0.07150  -0.67547  -2.99863  0.30
C  2.56115  -0.50775  -3.35047  0.10
H  -4.64178  -0.67839  -6.29294  0.24
H  -1.90559  -2.70889  1.11142  0.32
C  -1.78725  3.70985  -6.84287  -0.78
H  2.54237  -2.22502  5.22755  0.33
H  -4.91008  1.07985  -6.20617  0.41
C  -0.10319  -2.01539  2.07504  -0.21
H  -1.07310  4.78863  -0.98997  0.39
H  0.56403  3.38041  0.39966  0.33
Se  -1.42975  2.42225  -1.64816  0.11
C  -0.03373  -3.50273  -2.23655  0.24
C  -2.59477  2.57893  -6.81718  -0.41
H  3.62632  1.05251  -6.80014  0.43
C  -1.10998  1.57743  -5.19563  -0.72
S  -1.46517  -2.63996  -2.21657  -0.32
C  -1.32356  -2.70007  2.03437  -0.84
H  -0.22360  4.71028  1.25991  0.46

Forces on the atoms, in the same order (eV/Å):
C 0.18 0.04 -0.13
O 0.01 0.02 -0.03
C -0.03 -0.22 0.12
C -0.16 -0.14 0.27
H 0.01 0.00 0.03
C 0.13 -0.16 0.12
H -0.01 -0.01 0.00
H 0.01 -0.02 0.02
H 0.01 -0.05 0.02
H 0.02 -0.01 0.00
C -0.08 -0.09 0.07
H 0.03 0.02 -0.02
H 0.02 0.05 0.19
C 0.03 0.09 -0.01
H 0.01 0.07 0.00
C 0.08 0.06 0.00
C 0.12 0.02 0.11
H 0.00 0.02 0.00
C 0.05 0.02 -0.02
C 0.03 0.00 -0.01
C -0.07 -0.20 0.37
C 0.02 0.01 -0.03
H 0.00 -0.02 0.00
C 0.08 0.08 0.14
C -0.07 0.04 0.06
H -0.01 -0.04 0.00
H 0.00 -0.02 0.00
C 0.06 -0.17 -0.07
C 0.04 -0.02 -0.16
C -0.07 0.07 -0.09
H -0.01 -0.01 -0.02
H -0.03 0.04 -0.01
Cs -1.34 0.91 0.97
H -0.02 -0.03 -0.02
C -0.29 0.16 -0.23
H 0.01 -0.01 0.00
C 0.23 0.16 0.05
N 0.02 0.25 -0.01
C 0.08 0.07 -0.04
H -0.02 0.01 0.02
C 0.03 -0.02 -0.01
H -0.01 0.00 0.00
H 0.02 0.03 0.03
O 1.01 -0.51 -2.43
C -0.09 -0.06 -0.03
C 0.10 -0.13 0.00
H 0.00 -0.01 -0.02
N 0.33 0.07 1.02
H -0.01 0.01 0.00
H -0.14 -0.01 -0.02
N 0.18 0.00 0.07
H -0.01 -0.01 0.01
C 0.47 0.06 -0.19
N 0.09 -0.33 0.09
C 0.14 0.04 0.17
H 0.07 0.07 0.04
H -0.03 -0.03 0.00
H -0.02 0.01 0.02
H -0.03 0.01 0.03
H 0.04 0.01 0.01
C -0.06 0.03 -0.01
C -0.66 -0.40 0.13
C -0.01 0.01 -0.01
H -0.03 0.01 0.01
Se 0.01 0.07 -0.14
C 0.13 -0.05 -0.14
H -0.01 0.00 0.01
H -0.03 -0.10 -0.02
C -0.41 -0.09 0.17
H 0.00 0.02 0.02
H 0.02 -0.06 -0.01
C 0.04 -0.04 0.03
H -0.04 -0.02 -0.02
H 0.02 0.00 -0.01
C 0.17 0.07 -0.47
H -0.07 0.01 -0.02
H 0.05 0.06 -0.01
Se 0.02 0.05 0.18
C 0.09 -0.23 -0.02
C -0.07 0.10 -0.09
H 0.01 -0.01 0.01
C -0.08 0.34 -0.34
S -0.36 0.29 -0.01
C -0.01 -0.26 0.38
H 0.05 0.02 -0.04

Computed properties:
ΔE to the lowest compared entry with this formula, charge and spin	3.293	eV

| no. | Kohn-Sham gap (eV) | strongest force on any atom (eV/Å) |
| --- | --- | --- |
| 1 | 5.418 | 2.0 |
| 2 | 4.714 | 2.7 |